No. 1
88
Properties=species:S:1:pos:R:3:lowdin_charge:R:1 method="wB97M-V/def2-TZVPD" homo_lumo_gap_ev="4.40 / 4.19" total_charge=+2 e_homo_ev="-12.26 / -12.04" multiplicity=3
C -2.009 -0.758 3.552 -0.184
C -2.499 -0.249 2.297 -0.194
C -2.205 -1.221 1.289 -0.190
H -3.065 0.662 2.158 0.120
C -1.508 -2.316 1.907 -0.171
C -1.389 -2.034 3.305 -0.185
H -1.016 -2.711 4.058 0.114
H -2.177 -0.320 4.527 0.128
H -2.501 -1.170 0.251 0.101
H -1.167 -3.217 1.411 0.116
Mo -0.319 -0.486 2.160 1.025
Si 0.687 0.042 -1.125 0.122
C -0.192 1.712 -1.085 -0.336
C 0.443 2.903 -1.462 -0.103
H 1.526 2.919 -1.599 0.117
C -0.328 4.024 -1.764 -0.056
H 0.146 4.920 -2.158 0.120
C -1.706 4.015 -1.573 -0.060
H -2.308 4.891 -1.814 0.119
C -2.322 2.864 -1.089 -0.065
H -3.393 2.839 -0.902 0.112
C -1.575 1.705 -0.863 -0.125
H -2.078 0.797 -0.518 0.075
C -0.345 -1.554 -1.417 -0.363
C -1.563 -1.530 -2.119 -0.123
H -2.018 -0.572 -2.394 0.094
C -2.150 -2.731 -2.518 -0.043
H -3.031 -2.701 -3.169 0.126
C -1.625 -3.946 -2.083 -0.059
H -2.088 -4.884 -2.403 0.121
C -0.505 -3.970 -1.247 -0.077
H -0.123 -4.923 -0.883 0.119
C 0.136 -2.773 -0.915 -0.151
H 1.029 -2.786 -0.284 0.098
H -0.124 -0.160 0.349 -0.024
Si 1.081 -0.080 -3.367 0.726
C 1.001 -1.626 -4.358 -0.292
C 0.240 -1.623 -5.539 -0.077
H -0.069 -0.671 -5.970 0.103
C -0.156 -2.823 -6.126 -0.058
H -0.799 -2.805 -7.005 0.115
C 0.274 -4.036 -5.583 -0.059
H -0.050 -4.975 -6.031 0.114
C 1.126 -4.045 -4.475 -0.074
H 1.475 -4.992 -4.059 0.114
C 1.520 -2.846 -3.884 -0.099
H 2.190 -2.855 -3.025 0.108
C 0.359 1.321 -4.332 -0.337
C -1.036 1.433 -4.419 -0.109
H -1.674 0.692 -3.937 0.090
C -1.607 2.492 -5.122 -0.063
H -2.690 2.585 -5.144 0.112
C -0.784 3.393 -5.805 -0.060
H -1.233 4.180 -6.406 0.113
C 0.606 3.277 -5.734 -0.063
H 1.250 3.984 -6.269 0.117
C 1.185 2.250 -4.986 -0.084
H 2.267 2.147 -4.912 0.109
H 2.370 0.305 -2.661 -0.011
Cl 2.439 -0.020 -0.014 0.433
C 3.341 -0.614 3.150 -0.242
P 1.641 -1.046 3.587 0.823
C 1.758 -2.750 4.157 -0.250
C 1.357 -0.028 5.115 -0.366
C 1.806 -0.449 6.364 -0.067
C 1.562 0.347 7.491 -0.038
C 0.898 1.564 7.361 -0.039
C 0.463 2.003 6.105 -0.068
C 0.680 1.211 4.979 -0.358
P 0.045 1.681 3.293 0.827
C -1.411 2.687 3.624 -0.237
C 1.268 2.807 2.586 -0.216
H 3.409 -0.599 2.058 -0.057
H 4.028 -1.372 3.548 0.065
H 3.602 0.379 3.536 0.064
H 2.774 -2.946 4.520 0.061
H 1.037 -2.954 4.956 0.056
H 1.549 -3.413 3.307 0.057
H 2.336 -1.397 6.470 0.114
H 1.900 0.003 8.467 0.123
H 0.707 2.184 8.238 0.124
H -0.055 2.960 6.008 0.113
H -1.103 3.708 3.885 0.064
H -2.032 2.724 2.719 0.047
H -2.006 2.259 4.441 0.064
H 1.099 3.809 3.004 0.065
H 2.284 2.470 2.824 0.053
H 1.142 2.833 1.496 0.033


No. 2
85
Properties=species:S:1:pos:R:3:lowdin_charge:R:1 method="wB97M-V/def2-TZVPD" homo_lumo_gap_ev="6.73 / 6.46" e_homo_ev="-7.39 / -7.76" multiplicity=5
Cr 0.714 0.047 0.544 0.354
O 1.421 4.278 0.773 0.062
C 1.254 3.287 0.083 -0.620
O 1.130 2.098 0.531 -0.284
C 1.140 3.436 -1.426 -0.104
C 1.280 4.713 -1.970 -0.007
C 1.130 4.927 -3.326 -0.061
C 0.819 3.862 -4.161 -0.065
C 0.695 2.593 -3.637 -0.104
C 0.860 2.363 -2.267 -0.297
P 0.726 0.616 -1.749 1.073
C 2.068 -0.120 -2.748 -0.396
C 2.202 -1.505 -2.810 -0.121
C 3.306 -2.076 -3.415 -0.079
C 4.309 -1.274 -3.930 -0.097
C 4.210 0.102 -3.827 -0.075
C 3.101 0.679 -3.239 -0.117
C -0.875 0.226 -2.545 -0.322
C -1.866 1.202 -2.427 -0.093
C -3.146 0.968 -2.886 -0.078
C -3.451 -0.253 -3.463 -0.088
C -2.481 -1.234 -3.572 -0.075
C -1.197 -1.003 -3.109 -0.069
H 1.512 5.522 -1.293 0.119
H 1.252 5.920 -3.736 0.104
H 0.680 4.021 -5.221 0.106
H 0.469 1.753 -4.282 0.119
H 1.469 -2.138 -2.331 0.080
H 3.398 -3.150 -3.463 0.107
H 5.183 -1.717 -4.375 0.104
H 5.008 0.733 -4.187 0.108
H 3.062 1.754 -3.127 0.107
H -1.622 2.155 -1.971 0.118
H -3.900 1.737 -2.786 0.112
H -4.452 -0.446 -3.814 0.103
H -2.730 -2.183 -4.022 0.107
H -0.454 -1.780 -3.196 0.099
C 0.799 -4.268 -0.227 -0.076
C -0.551 -4.534 -0.417 -0.081
C -1.461 -3.503 -0.330 -0.033
C -1.031 -2.202 -0.047 -0.206
C 0.336 -1.908 0.167 -0.189
C 1.223 -2.984 0.071 -0.124
C -1.944 -1.082 0.098 -0.221
C -3.332 -1.161 -0.156 0.012
C -4.128 -0.068 0.017 0.010
C -3.563 1.121 0.524 -0.160
C -4.324 2.275 0.777 -0.031
C -3.745 3.399 1.308 -0.067
C -2.388 3.384 1.646 -0.038
C -1.621 2.273 1.409 -0.011
C -2.168 1.127 0.803 -0.211
N -1.376 0.054 0.530 0.058
H 1.519 -5.068 -0.306 0.105
H -0.888 -5.540 -0.624 0.102
H -2.512 -3.718 -0.459 0.101
H 2.285 -2.831 0.225 0.073
H -3.760 -2.079 -0.525 0.110
H -5.183 -0.101 -0.212 0.126
H -5.377 2.260 0.540 0.113
H -4.329 4.289 1.484 0.105
H -1.924 4.248 2.097 0.116
H -0.582 2.275 1.702 0.100
C -0.847 -1.593 5.739 -0.058
N -0.501 -1.049 4.444 -0.104
C -1.614 -0.631 3.607 -0.023
C 0.736 -0.925 3.873 -0.421
O 0.790 -0.459 2.711 -0.069
N 1.881 -1.290 4.500 -0.104
C 2.165 -1.694 5.861 -0.052
C 3.132 -1.169 3.771 -0.058
H -1.932 -1.649 5.811 0.084
H -0.508 -0.940 6.550 0.092
H -0.463 -2.606 5.871 0.094
H -2.521 -0.574 4.202 0.091
H -1.773 -1.340 2.788 0.097
H -1.417 0.359 3.192 0.078
H 1.301 -1.751 6.504 0.048
H 2.870 -0.982 6.299 0.098
H 2.656 -2.672 5.844 0.098
H 2.938 -0.926 2.736 -0.041
H 3.678 -2.113 3.806 0.100
H 3.753 -0.378 4.200 0.104
I 3.383 0.078 0.285 0.547
I 6.096 -1.471 -0.307 -0.117


No. 3
22
Properties=species:S:1:pos:R:3:lowdin_charge:R:1 method="wB97M-V/def2-TZVPD" homo_lumo_gap_ev=9.67 e_homo_ev=-8.69 multiplicity=1 smiles=NC(N)N.NC(N)N
N 1.158 0.896 -1.870 0.041
C 1.596 1.433 -0.592 -0.582
N 0.393 1.832 0.123 0.025
N 2.329 0.541 0.282 0.035
H 1.952 0.608 -2.431 0.064
H 0.567 0.087 -1.705 0.045
H 2.265 2.284 -0.819 0.129
H 0.653 2.192 1.034 0.079
H -0.073 2.570 -0.392 0.082
H 1.775 -0.299 0.440 0.022
H 3.205 0.257 -0.140 0.064
N -0.069 -1.477 0.701 0.035
C -1.469 -1.470 0.293 -0.576
N -2.391 -1.672 1.387 -0.003
N -1.906 -0.179 -0.249 0.016
H 0.011 -0.922 1.554 0.073
H 0.198 -2.425 0.955 0.078
H -1.610 -2.252 -0.465 0.132
H -2.170 -1.147 2.223 0.051
H -3.271 -1.254 0.894 0.108
H -1.273 0.575 0.039 0.024
H -1.867 -0.178 -1.262 0.057


No. 4
26
Properties=species:S:1:pos:R:3:lowdin_charge:R:1 method="wB97M-V/def2-TZVPD" homo_lumo_gap_ev=9.57 e_homo_ev=-8.81 multiplicity=1 smiles=C[C@H]1CC[C@]1(O)c1nccn1C
C -1.200 0.998 2.472 -0.041
C -0.068 0.449 1.623 -0.305
C 0.542 -0.974 2.118 -0.076
C 0.273 -1.444 0.606 -0.068
C -0.301 -0.038 0.237 -0.374
O -1.616 -0.193 -0.235 -0.022
C 0.455 0.850 -0.906 -0.208
N 1.350 1.746 -0.683 0.097
C 1.960 1.998 -1.821 -0.205
C 1.463 1.295 -2.832 -0.057
N 0.519 0.419 -2.188 -0.072
C -0.458 -0.326 -2.986 -0.027
H -2.054 0.799 1.903 0.032
H -1.120 2.109 2.655 0.094
H -1.152 0.378 3.485 0.117
H 0.683 1.161 1.533 0.095
H -0.072 -1.589 2.883 0.115
H 1.556 -0.887 2.550 0.096
H 1.097 -1.942 0.135 0.097
H -0.460 -2.214 0.636 0.090
H -2.171 -0.745 0.342 0.113
H 2.764 2.760 -1.844 0.114
H 1.809 0.930 -3.839 0.131
H -0.584 0.167 -4.041 0.121
H 0.028 -1.271 -3.142 0.074
H -1.439 -0.425 -2.545 0.070


No. 5
53
Properties=species:S:1:pos:R:3:lowdin_charge:R:1 method="wB97M-V/def2-TZVPD" homo_lumo_gap_ev=3.91 e_homo_ev=-5.89 multiplicity=1
N -6.433 -0.242 3.290 0.144
C -5.273 -0.238 3.123 -0.173
C -3.844 -0.232 2.908 -0.236
C -3.124 -1.432 2.907 -0.022
C -1.748 -1.432 2.662 -0.038
C -1.086 -0.229 2.414 -0.253
S 0.686 -0.233 1.987 0.577
C 1.536 0.216 3.411 -0.822
Cl 3.157 0.260 3.522 0.827
O 0.950 -1.617 1.650 -0.365
O 0.810 0.798 0.978 -0.356
C -1.792 0.974 2.436 -0.040
C -3.167 0.972 2.687 -0.021
H -3.644 -2.375 3.089 0.121
H -1.206 -2.374 2.651 0.114
H 0.965 0.264 4.330 0.018
H -1.282 1.915 2.247 0.119
H -3.719 1.914 2.697 0.121
C 6.607 -5.030 -0.346 -0.058
O 6.909 -3.652 -0.660 -0.082
C 6.540 -2.691 0.229 -0.253
C 5.936 -2.972 1.477 0.002
C 5.588 -1.922 2.313 -0.044
C 5.786 -0.581 1.939 -0.234
C 5.476 0.493 2.879 -0.128
C 6.016 0.475 4.183 -0.192
C 5.920 1.564 5.144 -0.132
C 5.430 2.858 5.061 -0.006
C 5.535 3.683 6.196 -0.069
C 6.103 3.214 7.393 -0.072
C 6.613 1.906 7.482 -0.005
C 6.520 1.116 6.343 -0.160
N 7.000 -0.179 6.121 -0.071
C 7.694 -0.991 7.102 0.000
C 6.728 -0.555 4.835 0.061
C 6.373 -0.317 0.674 -0.007
C 6.767 -1.346 -0.156 0.009
H 6.979 -5.572 -1.215 0.093
H 7.127 -5.361 0.564 0.093
H 5.525 -5.186 -0.228 0.101
H 5.755 -4.004 1.786 0.108
H 5.164 -2.150 3.291 0.114
H 5.189 1.461 2.462 0.109
H 4.984 3.196 4.125 0.118
H 5.158 4.705 6.157 0.105
H 6.161 3.875 8.258 0.105
H 7.079 1.510 8.382 0.102
H 7.717 -0.445 8.049 0.081
H 7.182 -1.951 7.250 0.103
H 8.721 -1.201 6.778 0.102
H 7.039 -1.520 4.448 0.141
H 6.547 0.717 0.371 0.123
H 7.251 -1.165 -1.115 0.124


No. 6
35
Properties=species:S:1:pos:R:3:lowdin_charge:R:1 method="wB97M-V/def2-TZVPD" homo_lumo_gap_ev="5.00 / 4.59" total_charge=+1 e_homo_ev="-9.22 / -11.61" multiplicity=5
C -3.358 2.311 -1.633 -0.018
O -2.064 2.788 -1.185 -0.096
C -1.012 1.935 -1.065 -0.365
C -0.380 1.713 0.214 -0.147
C -0.137 0.267 0.518 -0.151
C 0.626 -0.306 -0.617 -0.070
C 0.566 0.286 -1.867 -0.126
C -0.326 1.363 -2.156 -0.016
Fe 1.240 2.094 -0.896 0.308
C 2.379 2.071 0.443 -0.062
O 3.149 2.284 1.287 0.219
C 0.968 3.799 -0.646 -0.080
O 0.669 4.889 -0.380 0.236
C 2.479 2.323 -2.116 -0.061
O 3.367 2.659 -2.783 0.223
H -3.986 3.199 -1.585 0.099
H -3.295 1.919 -2.658 0.095
H -3.733 1.544 -0.939 0.100
H -0.653 2.364 1.045 0.149
H 0.369 0.132 1.489 0.137
H -1.112 -0.254 0.648 0.174
H 1.243 -1.185 -0.465 0.091
H 1.110 -0.160 -2.706 0.143
H -0.521 1.686 -3.181 0.158
O -0.939 -2.747 2.560 -0.100
C -0.220 -3.969 2.707 -0.233
C 0.657 -4.165 1.481 -0.258
N 0.783 -2.963 0.694 -0.022
H -1.517 -2.634 3.333 0.102
H 0.432 -3.932 3.593 0.119
H -0.928 -4.801 2.771 0.120
H 1.656 -4.508 1.774 0.114
H 0.209 -4.922 0.834 0.110
H 0.604 -2.153 1.277 0.035
H 1.676 -2.926 0.211 0.073


No. 7
53
Properties=species:S:1:pos:R:3:lowdin_charge:R:1 method="wB97M-V/def2-TZVPD" homo_lumo_gap_ev="6.73 / 6.19" total_charge=+1 e_homo_ev="-10.03 / -11.35" multiplicity=5
Os 0.762 1.237 -0.348 1.011
C -0.872 1.620 -5.014 -0.378
Se -1.551 0.394 -3.669 0.917
C -0.441 -1.135 -4.106 -0.564
C 1.044 -0.861 -4.082 -0.502
Se 1.874 0.022 -2.529 0.816
C 2.627 -1.544 -1.658 -0.354
H -0.954 1.170 -6.001 0.036
H 0.154 1.912 -4.804 0.021
H -1.504 2.504 -4.974 0.028
H -0.705 -1.478 -5.109 0.079
H -0.724 -1.938 -3.424 0.054
H 1.322 -0.217 -4.917 0.059
H 1.607 -1.790 -4.194 0.078
H 3.365 -1.984 -2.323 0.038
H 1.851 -2.263 -1.408 0.022
H 3.113 -1.191 -0.749 0.031
C -0.759 -2.835 0.238 -0.028
C -0.345 -3.133 1.534 -0.017
C 0.375 -2.197 2.243 0.023
C 0.690 -0.972 1.652 -0.214
N 0.287 -0.704 0.391 -0.078
C -0.435 -1.607 -0.286 -0.160
C 1.417 0.119 2.286 -0.206
C 1.833 0.066 3.615 -0.014
C 2.458 1.155 4.190 -0.051
C 2.664 2.301 3.435 -0.057
C 2.259 2.364 2.112 -0.143
C 1.624 1.275 1.498 -0.307
H -1.340 -3.533 -0.347 0.122
H -0.599 -4.080 1.988 0.127
H 0.688 -2.403 3.254 0.120
H -0.753 -1.289 -1.270 0.078
H 1.664 -0.820 4.211 0.112
H 2.781 1.113 5.219 0.115
H 3.153 3.157 3.880 0.115
H 2.444 3.269 1.553 0.021
I 2.033 3.290 -1.242 0.428
C -1.169 2.466 -0.446 -0.214
C -1.802 1.585 0.495 -0.354
C -1.563 1.708 1.887 -0.037
C -2.005 0.749 2.768 -0.010
C -2.732 -0.347 2.293 -0.219
C -3.097 -0.422 0.941 -0.023
C -2.648 0.531 0.062 -0.054
C -3.066 -1.420 3.174 -0.184
N -3.274 -2.319 3.859 0.180
H -0.839 3.434 -0.091 0.038
H -1.503 2.435 -1.477 0.026
H -0.985 2.546 2.252 0.124
H -1.779 0.826 3.822 0.132
H -3.721 -1.236 0.599 0.131
H -2.918 0.470 -0.984 0.084


No. 8
19
Properties=species:S:1:pos:R:3:lowdin_charge:R:1 method="wB97M-V/def2-TZVPD" homo_lumo_gap_ev=9.03 total_charge=+1 e_homo_ev=-12.99 multiplicity=1
C 3.433 -0.144 -1.642 -0.044
C 2.205 -0.132 -1.100 -0.077
C -1.415 -1.134 2.030 0.036
C -1.580 1.175 -1.049 0.019
C -1.103 0.027 1.124 -0.327
N -1.737 0.123 0.003 0.093
O -0.167 0.914 1.393 0.191
H 4.415 0.044 -1.163 0.068
H 3.586 -0.729 -2.504 0.036
H 1.429 -0.299 -1.770 0.006
H -1.241 -0.872 3.057 0.091
H -2.401 -1.601 2.081 0.105
H -0.813 -2.071 1.853 0.132
H -2.499 1.561 -1.293 0.064
H -1.114 2.130 -0.631 0.136
H -1.090 0.735 -1.889 0.091
H 1.891 0.211 -0.081 0.041
H -2.308 -0.694 -0.405 0.225
H 0.510 0.756 1.985 0.114


We obtain F_max values of 0.0878 0.0271 0.0564 0.0805 0.0722 0.1605 0.0107 0.0890 Eh/bohr for the records listed above, in that order.
We obtain energy relative to the best compared isomer or geometry (same formula, charge and spin) values of 2.7755 0.3926 0.0000 2.3609 0.5441 0.8106 0.0000 2.0362 eV for the records listed above, in that order.